No. 1
Computed, not measured: C18H56AsF6O9 as an isolated structure in a non-equilibrium geometry, with ωB97M-V/def2-TZVPD.

Output
HOMO-LUMO gap: 0.284 Eh
DFT total energy: -4231.24227 hartree
HOMO: -11.29 eV

Structure (ORCA input):
```
! RIJCOSX wB97M-V def2-TZVPD def2/J DEFGRID3
* xyz 1 1
O -1.203 -3.602 0.227
H -1.686 -3.402 -0.578
H -0.559 -2.958 0.533
H -1.881 -3.628 0.906
O 3.030 3.296 2.133
H 3.576 3.389 2.918
H 3.272 2.456 1.737
H 3.207 4.050 1.566
As -0.207 0.849 0.411
F 0.827 0.373 1.747
F 0.730 2.386 0.297
F -1.103 1.328 -1.078
F -1.054 -0.718 0.455
F -1.495 1.423 1.532
F 1.069 0.036 -0.616
C 4.238 1.695 -0.780
C 4.385 0.633 0.225
O 3.445 0.875 1.255
H 3.267 1.530 -1.245
H 4.914 1.695 -1.635
H 4.552 2.651 -0.360
H 5.337 0.731 0.747
H 4.457 -0.399 -0.118
H 2.574 0.622 0.941
C -5.383 2.047 -1.967
C -4.014 1.479 -1.501
O -3.589 0.742 -2.601
H -5.886 1.277 -2.553
H -5.486 2.937 -2.587
H -5.974 2.188 -1.062
H -4.126 0.858 -0.612
H -3.281 2.267 -1.333
H -2.679 0.503 -2.412
C -6.056 3.370 1.795
C -4.673 3.075 2.406
O -3.758 3.073 1.356
H -5.995 3.945 0.871
H -6.708 4.019 2.380
H -6.601 2.465 1.526
H -4.607 2.149 2.977
H -4.475 3.915 3.073
H -2.896 2.744 1.620
C -2.163 -1.237 4.046
C -1.026 -2.311 3.906
C -0.705 -2.828 5.318
O -1.510 -3.362 3.114
H -2.440 -1.153 2.995
H -1.651 -0.332 4.372
H -2.975 -1.672 4.629
H -0.240 -1.764 3.386
H -0.452 -2.007 5.989
H 0.145 -3.507 5.251
H -1.429 -3.457 5.835
H -2.204 -3.824 3.591
C 2.072 3.614 -3.134
C 0.754 4.444 -3.030
C -0.516 3.857 -3.671
O 0.373 4.643 -1.678
H 2.745 3.868 -3.953
H 1.855 2.556 -3.281
H 2.713 3.741 -2.262
H 1.007 5.392 -3.505
H -1.416 4.434 -3.459
H -0.771 2.864 -3.300
H -0.274 3.646 -4.712
H 0.403 3.787 -1.246
C 0.914 -2.873 -4.990
C 2.224 -2.767 -4.220
C 1.926 -2.837 -2.716
O 3.092 -3.880 -4.530
H 0.233 -2.161 -4.523
H 0.492 -3.872 -4.877
H 1.033 -2.625 -6.045
H 2.657 -1.787 -4.421
H 1.209 -2.128 -2.302
H 2.832 -2.756 -2.116
H 1.534 -3.757 -2.282
H 3.204 -3.786 -5.479
C 1.860 -4.921 1.650
C 2.077 -3.411 1.926
C 3.518 -2.852 1.735
O 1.108 -2.543 1.294
H 0.811 -5.113 1.427
H 2.163 -5.570 2.471
H 2.467 -5.117 0.765
H 1.888 -3.293 2.993
H 4.216 -3.351 2.407
H 3.626 -1.773 1.853
H 3.886 -2.976 0.716
H 1.228 -1.606 1.466
*
```

=====

No. 2
Computed, not measured: a 10-piece molecular cluster, C18H56N4O18 overall in a non-equilibrium geometry, with ωB97M-V/def2-TZVPD.

Output
HOMO-LUMO gap: 0.344 Eh
DFT total energy: -2292.57899 hartree
HOMO: -9.40 eV
SMILES: NC(N)=O.NC(N)=O.OCCO.OCCO.OCCO.OCCO.OCCO.OCCO.OCCO.OCCO

Structure (ORCA input):
```
! RIJCOSX wB97M-V def2-TZVPD def2/J DEFGRID3
* xyz 0 1
N -0.957 -1.928 3.594
C -0.206 -1.621 4.554
N 0.387 -2.700 4.990
O -0.065 -0.440 4.965
H -1.391 -1.113 3.184
H -1.005 -2.857 3.199
H 0.460 -3.627 4.597
H 1.158 -2.422 5.581
N 1.903 -1.936 2.049
C 2.949 -1.298 2.475
N 3.081 -0.248 1.750
O 3.524 -1.545 3.512
H 1.553 -2.605 2.719
H 1.389 -1.821 1.187
H 2.298 -0.048 1.144
H 3.708 0.476 2.072
O -1.916 -2.185 -0.853
C -3.057 -1.395 -1.069
C -3.076 -0.544 -2.336
O -4.248 0.278 -2.211
H -2.232 -3.073 -0.669
H -3.872 -2.117 -1.105
H -3.205 -0.752 -0.201
H -3.206 -1.072 -3.281
H -2.132 0.001 -2.329
H -5.077 -0.045 -2.571
O -0.830 2.408 4.867
C 0.532 2.504 4.306
C 0.994 3.998 4.269
O 0.297 4.595 3.269
H -1.076 1.498 5.044
H 1.262 1.977 4.921
H 0.473 2.126 3.286
H 2.051 4.052 4.008
H 0.790 4.421 5.252
H -0.634 4.360 3.280
O 2.874 0.923 -3.992
C 3.918 1.033 -2.953
C 4.676 2.388 -3.059
O 5.247 2.591 -4.401
H 2.391 0.097 -3.916
H 3.502 1.008 -1.946
H 4.660 0.254 -3.131
H 5.480 2.402 -2.323
H 4.077 3.202 -2.651
H 6.069 2.107 -4.511
O -2.651 2.525 0.273
C -3.822 3.000 0.987
C -5.124 2.184 0.628
O -5.542 2.313 -0.742
H -2.188 3.260 -0.136
H -3.645 3.194 2.045
H -3.920 3.993 0.548
H -6.060 2.300 1.174
H -4.982 1.124 0.840
H -4.901 1.774 -1.211
O 0.648 -1.078 -0.390
C 0.274 0.284 -0.273
C -0.248 0.589 1.158
O -1.537 -0.017 1.380
H -0.024 -1.658 -0.755
H 1.074 0.937 -0.621
H -0.368 0.517 -1.122
H -0.214 1.674 1.254
H 0.492 0.248 1.882
H -2.246 0.617 1.253
O 1.236 -2.232 -4.976
C 0.699 -2.311 -3.755
C -0.480 -3.436 -3.820
O 0.009 -4.739 -3.506
H 1.710 -3.064 -5.038
H 1.305 -2.773 -2.976
H 0.298 -1.373 -3.370
H -0.968 -3.417 -4.794
H -1.262 -3.261 -3.081
H 0.791 -4.833 -4.053
O -1.489 -5.419 -1.134
C -0.249 -5.044 -0.460
C -0.333 -5.238 1.022
O -1.425 -4.576 1.647
H -1.423 -4.983 -1.987
H 0.658 -5.296 -1.009
H -0.157 -3.961 -0.548
H 0.553 -4.824 1.505
H -0.402 -6.284 1.319
H -2.222 -4.943 1.258
O 0.895 2.677 -2.379
C 0.718 4.016 -1.786
C 1.820 4.532 -0.807
O 2.741 5.323 -1.552
H 1.603 2.661 -3.027
H 0.650 4.776 -2.564
H -0.264 4.045 -1.315
H 2.298 3.641 -0.400
H 1.449 5.024 0.092
H 2.713 6.231 -1.243
*
```

=====

No. 3
Computed, not measured: a 10-piece molecular cluster, C18H56N8O10 overall in a non-equilibrium geometry, with ωB97M-V/def2-TZVPD.

Output
HOMO-LUMO gap (spin up / spin down): 0.069 / 0.333 Eh
DFT total energy: -1909.87920 hartree
HOMO (spin up / spin down): 0.34 / -6.95 eV

Structure (ORCA input):
```
! RIJCOSX wB97M-V def2-TZVPD def2/J DEFGRID3
* xyz -1 2
C -0.355 -0.333 0.512
O 0.557 -0.110 -0.529
H -0.786 0.666 0.591
H -1.184 -0.953 0.169
H 0.039 -0.602 1.491
H 1.332 0.376 -0.237
C 3.728 1.950 0.255
O 2.366 1.724 0.250
H 4.270 1.482 1.077
H 4.224 1.596 -0.648
H 3.952 3.008 0.397
H 1.905 2.562 0.341
C 3.030 1.413 -3.615
O 2.257 2.343 -3.625
N 3.889 1.150 -4.618
N 3.179 0.555 -2.642
H 4.632 0.483 -4.467
H 3.905 1.743 -5.435
H 3.726 -0.280 -2.795
H 2.465 0.589 -1.928
C -1.810 -4.064 4.000
O -2.063 -5.232 4.235
N -1.254 -3.631 2.937
N -2.004 -3.054 4.799
H -1.284 -2.627 2.830
H -1.153 -4.275 2.166
H -1.815 -2.093 4.552
H -2.183 -3.201 5.782
C -2.271 0.525 3.464
O -1.766 -0.462 4.023
N -3.417 0.593 2.848
N -1.617 1.596 3.262
H -4.135 -0.103 2.705
H -3.613 1.522 2.504
H -2.125 2.383 2.884
H -0.688 1.605 3.658
C -2.439 3.584 -1.475
O -3.029 4.447 -0.854
N -2.921 2.990 -2.518
N -1.202 3.204 -1.127
H -2.372 2.175 -2.748
H -3.723 3.314 -3.038
H -0.791 3.552 -0.272
H -0.731 2.498 -1.675
C -5.074 -2.093 -0.920
C -4.637 -0.842 -0.149
C -4.234 0.295 -0.996
O -5.742 -0.506 0.576
H -4.404 -2.357 -1.739
H -6.073 -1.974 -1.340
H -5.010 -2.861 -0.149
H -3.820 -1.071 0.535
H -3.936 1.170 -0.419
H -5.106 0.600 -1.574
H -3.428 -0.013 -1.662
H -6.408 -0.209 -0.048
C 1.695 -3.530 -0.589
C 2.962 -2.875 -1.178
C 3.607 -1.929 -0.215
O 3.822 -3.903 -1.504
H 1.227 -4.100 -1.391
H 0.997 -2.718 -0.387
H 1.713 -4.188 0.280
H 2.695 -2.293 -2.060
H 4.312 -1.329 -0.791
H 4.085 -2.469 0.602
H 2.828 -1.340 0.269
H 3.332 -4.612 -1.926
C -1.356 -1.067 -4.365
C -0.462 0.169 -4.055
C -0.379 1.090 -5.269
O -0.842 0.819 -2.926
H -0.954 -1.795 -5.070
H -2.329 -0.898 -4.827
H -1.550 -1.639 -3.457
H 0.538 -0.176 -3.791
H 0.194 0.686 -6.104
H 0.098 2.016 -4.950
H -1.363 1.436 -5.587
H -0.433 0.276 -2.247
C 2.484 0.507 3.761
C 2.755 1.741 4.674
C 4.228 2.127 4.493
O 1.910 2.854 4.425
H 2.881 -0.475 4.018
H 2.784 0.760 2.744
H 1.408 0.410 3.616
H 2.514 1.441 5.694
H 4.448 3.063 5.006
H 4.457 2.319 3.445
H 4.819 1.346 4.972
H 2.021 3.532 5.095
*
```

=====

No. 4
Computed, not measured: a 10-piece molecular cluster, C18H56O10 overall in a non-equilibrium geometry, with ωB97M-V/def2-TZVPD.

Output
HOMO-LUMO gap: 0.365 Eh
DFT total energy: -1471.67983 hartree
HOMO: -10.00 eV
SMILES: CC(C)O.CC(C)O.CC(C)O.CC(C)O.CC(C)O.CC(C)O.O.O.O.O

Structure (ORCA input):
```
! RIJCOSX wB97M-V def2-TZVPD def2/J DEFGRID3
* xyz 0 1
C 8.068 0.029 -1.996
C 6.658 -0.204 -2.298
C 5.693 0.945 -1.893
O 6.449 -0.796 -3.590
H 8.438 1.024 -2.246
H 8.774 -0.691 -2.409
H 8.339 0.027 -0.940
H 6.350 -0.986 -1.603
H 4.757 0.391 -1.821
H 5.610 1.859 -2.481
H 5.803 1.429 -0.923
H 5.639 -1.302 -3.494
C 3.708 6.428 2.411
C 2.362 5.805 1.984
C 1.180 6.183 2.798
O 2.111 6.282 0.696
H 3.579 7.499 2.565
H 4.473 6.349 1.638
H 4.127 6.037 3.339
H 2.354 4.715 1.971
H 1.269 5.602 3.715
H 0.229 5.859 2.374
H 1.161 7.219 3.135
H 2.917 6.696 0.379
C -3.683 0.913 4.655
C -3.292 0.547 6.029
C -2.449 -0.764 6.101
O -2.453 1.541 6.510
H -4.135 0.076 4.122
H -2.720 1.154 4.206
H -4.325 1.791 4.587
H -4.148 0.484 6.700
H -1.841 -0.846 7.002
H -1.777 -0.857 5.247
H -3.108 -1.630 6.151
H -2.979 2.330 6.364
C -0.625 -6.575 2.328
C -1.018 -7.238 3.697
C -1.721 -8.565 3.515
O 0.151 -7.558 4.314
H 0.074 -5.749 2.459
H -1.462 -6.062 1.855
H -0.179 -7.273 1.620
H -1.514 -6.450 4.262
H -1.885 -9.088 4.457
H -1.132 -9.249 2.904
H -2.661 -8.482 2.970
H -0.054 -7.789 5.223
C -1.063 2.939 -6.973
C -0.017 1.945 -6.421
C 1.301 2.674 -6.003
O -0.479 1.296 -5.296
H -1.260 3.783 -6.312
H -2.025 2.450 -7.127
H -0.763 3.354 -7.935
H 0.240 1.248 -7.219
H 2.091 1.961 -5.765
H 1.145 3.283 -5.113
H 1.688 3.224 -6.861
H -0.568 1.888 -4.546
C -5.233 -1.890 -1.695
C -6.113 -2.196 -2.882
C -6.060 -1.155 -4.088
O -5.691 -3.405 -3.587
H -5.564 -0.968 -1.217
H -4.226 -1.697 -2.066
H -5.143 -2.643 -0.913
H -7.152 -2.315 -2.576
H -5.056 -0.762 -4.247
H -6.648 -0.254 -3.915
H -6.370 -1.613 -5.028
H -4.945 -3.124 -4.123
O -0.001 -0.508 0.691
H -0.147 0.371 0.340
H 0.629 -0.381 1.401
O 2.835 -0.453 3.542
H 2.798 -0.103 4.432
H 3.603 -0.036 3.152
O 0.279 -3.270 -2.531
H 0.238 -2.612 -3.226
H 0.208 -2.767 -1.720
O -1.061 3.211 -1.013
H -1.984 3.428 -0.877
H -0.597 4.036 -0.869
*
```

=====

No. 5
Computed, not measured: a 12-piece molecular cluster, C18H58F6O11P overall in a non-equilibrium geometry, with ωB97M-V/def2-TZVPD.

Output
HOMO-LUMO gap: 0.378 Eh
DFT total energy: -2488.97786 hartree
HOMO: -8.04 eV

Structure (ORCA input):
```
! RIJCOSX wB97M-V def2-TZVPD def2/J DEFGRID3
* xyz -1 1
P 0.748 0.408 0.624
F 1.203 1.713 -0.186
F 1.430 -0.551 -0.541
F 2.164 0.455 1.421
F 0.369 -0.893 1.497
F 0.078 1.385 1.712
F -0.664 0.476 -0.161
C -2.358 -4.967 -0.984
C -2.430 -6.276 -1.845
O -3.622 -6.306 -2.538
H -1.560 -5.033 -0.244
H -3.282 -4.717 -0.463
H -2.150 -4.094 -1.603
H -2.228 -7.211 -1.322
H -1.651 -6.325 -2.606
H -3.685 -7.202 -2.876
C 5.054 -6.254 1.201
C 3.843 -5.515 0.779
O 4.096 -4.710 -0.310
H 4.816 -6.782 2.125
H 5.917 -5.614 1.384
H 5.379 -6.957 0.434
H 3.545 -4.994 1.689
H 3.071 -6.248 0.542
H 3.469 -3.983 -0.328
C -4.124 5.106 0.960
C -5.248 6.077 1.137
O -5.510 6.796 -0.007
H -4.403 4.290 0.293
H -3.715 4.735 1.900
H -3.322 5.698 0.519
H -5.069 6.728 1.992
H -6.157 5.511 1.336
H -4.989 7.600 -0.075
C 7.046 -1.225 4.007
C 6.981 0.305 4.174
O 6.650 0.836 2.909
H 7.272 -1.683 4.970
H 7.855 -1.530 3.344
H 6.128 -1.665 3.618
H 7.888 0.804 4.515
H 6.253 0.551 4.948
H 5.806 0.458 2.653
C -1.023 5.352 -4.123
C 0.270 6.045 -3.711
O 0.818 6.575 -4.868
H -1.562 4.925 -3.278
H -0.790 4.473 -4.725
H -1.729 5.985 -4.661
H 1.050 5.341 -3.421
H 0.186 6.678 -2.828
H 1.729 6.800 -4.665
C 1.663 0.924 8.292
C 0.649 1.181 7.212
O 1.150 1.920 6.127
H 2.567 0.506 7.849
H 1.230 0.208 8.990
H 2.049 1.762 8.873
H -0.268 1.556 7.667
H 0.335 0.221 6.802
H 0.547 1.846 5.383
O 3.815 4.675 0.682
H 3.202 5.311 1.051
H 3.277 3.906 0.492
O -3.218 -1.776 3.970
H -2.371 -1.335 3.903
H -3.665 -1.563 3.151
O 5.343 1.362 -1.606
H 4.525 0.926 -1.367
H 5.839 0.695 -2.082
C -6.371 -0.878 -1.536
C -6.518 -0.450 -0.051
C -7.275 -1.484 0.765
O -5.233 -0.309 0.541
H -5.762 -1.782 -1.558
H -5.920 -0.065 -2.105
H -7.393 -1.004 -1.891
H -7.097 0.460 0.104
H -8.159 -1.860 0.249
H -7.637 -1.044 1.694
H -6.634 -2.328 1.022
H -4.570 -0.033 -0.097
C 0.628 -1.598 -7.657
C 1.369 -1.412 -6.350
C 1.094 -0.058 -5.698
O 1.050 -2.412 -5.388
H 0.854 -0.729 -8.275
H -0.460 -1.618 -7.599
H 0.975 -2.494 -8.173
H 2.415 -1.623 -6.575
H 1.338 0.807 -6.315
H 1.654 0.133 -4.783
H 0.030 0.008 -5.468
H 1.110 -1.927 -4.562
*
```